1.
Entry from OMol25: the ion C6H16N2 with charge +2 (ωB97M-V/def2-TZVPD).

```
! RIJCOSX wB97M-V def2-TZVPD def2/J DEFGRID3
* xyz 2 1
C 1.560 -0.839 -2.053
N 1.456 -1.108 -0.684
C 0.138 -0.665 0.386
C -0.054 -1.568 1.529
N -0.382 0.605 0.323
C 0.647 1.569 0.000
C -1.266 1.025 1.451
C -1.495 0.530 -0.738
H 2.087 0.092 -2.266
H 0.469 -0.743 -2.452
H 2.110 -1.586 -2.538
H 1.753 -1.949 -0.276
H 0.068 -1.008 2.362
H -1.033 -1.972 1.597
H 0.707 -2.370 1.463
H 0.211 2.458 0.441
H 1.781 1.356 0.324
H 0.779 1.543 -1.053
H -0.676 1.457 2.290
H -1.925 1.753 1.037
H -1.734 0.198 1.888
H -0.982 0.116 -1.682
H -2.204 -0.311 -0.545
H -2.015 1.417 -0.804
*
```

Computed properties:
SMILES: C/[NH+]=C(/C)[N+](C)(C)C
E_tot, Ha: -346.85702

***

2.
Entry from OMol25: a cluster of 2 separate species, C6H16N2O in total (ωB97M-V/def2-TZVPD).

```
! RIJCOSX wB97M-V def2-TZVPD def2/J DEFGRID3
* xyz -1 2
C 1.952 1.845 1.520
C 0.895 1.167 0.666
C 1.163 -0.364 0.627
C 0.260 -1.051 -0.365
C -0.764 -1.779 0.077
N -1.720 -2.484 -0.678
C 0.560 -0.906 -1.825
N -0.468 1.428 1.089
H 1.909 2.939 1.446
H 1.867 1.623 2.581
H 2.961 1.567 1.211
H 1.032 1.475 -0.358
H 2.186 -0.438 0.256
H 1.045 -0.789 1.615
H -1.019 -1.923 1.122
H -2.650 -2.186 -0.416
H -1.628 -2.433 -1.680
H 0.764 0.103 -2.202
H 1.434 -1.517 -2.091
H -0.290 -1.275 -2.393
H -0.613 2.410 1.283
H -0.725 0.896 1.915
H -3.532 0.527 -1.168
H -2.011 0.919 -0.935
O -2.611 0.248 -1.297
*
```

Computed properties:
Expectation value of S²: 0.750
E_tot, Ha: -422.90156

***

3.
Entry from OMol25: a cluster of 2 separate species, C6H16N2O in total (ωB97M-V/def2-TZVPD).

```
! RIJCOSX wB97M-V def2-TZVPD def2/J DEFGRID3
* xyz 0 1
C 2.509 1.710 -0.847
C 1.449 0.639 -0.779
N 1.462 -0.499 -1.555
C 0.370 1.002 -0.047
C -0.822 0.087 0.126
C -0.594 -1.168 0.985
C -0.399 -0.942 2.490
N -1.684 -0.752 3.203
H 3.168 1.789 0.027
H 3.214 1.530 -1.679
H 2.070 2.706 -0.861
H 2.048 -0.467 -2.376
H 0.554 -0.795 -1.900
H 0.330 1.944 0.480
H -1.714 0.629 0.450
H -1.033 -0.307 -0.885
H 0.289 -1.695 0.612
H -1.480 -1.801 0.879
H 0.181 -0.057 2.763
H 0.126 -1.808 2.863
H -2.238 -1.592 3.200
H -2.225 -0.011 2.802
O -1.659 0.009 -2.965
H -1.559 0.831 -2.449
H -2.446 0.184 -3.503
*
```

Computed properties:
SMILES: C/C(N)=C/CCCN.O
E_tot, Ha: -422.92680

***

4.
Entry from OMol25: a structure of composition C6H16N3Ti (ωB97M-V/def2-TZVPD).

```
! RIJCOSX wB97M-V def2-TZVPD def2/J DEFGRID3
* xyz -1 3
C -0.417 -1.155 -3.670
Ti -0.419 -0.886 -1.695
N -2.286 0.352 -1.292
H 1.184 -0.759 -2.168
H -0.485 -2.414 -0.836
H 0.307 -2.001 -3.735
H -0.158 -0.192 -4.039
H -1.446 -1.537 -3.823
H -2.221 1.312 -0.915
H -2.740 -0.212 -0.561
H -2.930 0.373 -2.099
C 0.076 -0.131 4.003
C 0.378 0.099 2.565
C 1.274 0.971 1.912
C 1.139 0.758 0.545
N 0.242 -0.231 0.332
N -0.217 -0.574 1.534
C 1.790 1.474 -0.583
H 0.939 -0.541 4.518
H -0.194 0.802 4.487
H -0.758 -0.834 4.108
H 1.939 1.649 2.405
H -0.916 -1.354 1.681
H 1.682 2.560 -0.469
H 2.858 1.229 -0.619
H 1.379 1.242 -1.585
*
```

Computed properties:
Expectation value of S²: 2.005
E_tot, Ha: -1251.79218

***

5.
Entry from OMol25: the ion C6H16N4O with charge +2 (ωB97M-V/def2-TZVPD).

```
! RIJCOSX wB97M-V def2-TZVPD def2/J DEFGRID3
* xyz 2 1
C 4.844 0.116 0.122
N 3.632 0.521 -0.242
C 2.360 0.099 0.346
C 1.632 -0.986 -0.521
C 0.192 -0.933 -0.112
N -0.421 0.438 -0.135
C -1.399 1.081 0.510
O -1.409 2.358 0.181
N -2.879 0.470 0.020
C -3.673 -0.440 0.415
N -4.687 -0.867 -0.232
H 5.763 0.202 -0.509
H 4.920 -0.550 0.958
H 3.553 1.296 -0.895
H 1.807 0.992 0.359
H 2.424 -0.382 1.244
H 1.715 -0.663 -1.666
H 2.017 -2.086 -0.442
H -0.360 -1.705 -0.889
H 0.155 -1.470 0.799
H -0.403 0.837 -1.024
H -1.435 0.885 1.605
H -1.840 2.908 0.816
H -3.008 0.872 -0.937
H -3.286 -0.960 1.248
H -4.940 -0.431 -1.102
H -5.273 -1.603 0.080
*
```

Computed properties:
SMILES: C=[NH+]CCCN[C@@H](O)NC=[NH2+]
E_tot, Ha: -531.82520

***

6.
Entry from OMol25: the molecule C6H16N4O2 (ωB97M-V/def2-TZVPD).

```
! RIJCOSX wB97M-V def2-TZVPD def2/J DEFGRID3
* xyz 0 1
C -1.397 0.957 -2.460
C -1.202 1.769 -1.034
C -1.511 0.897 0.131
N -0.490 -0.079 0.528
C -0.241 -1.460 0.070
C 1.143 -1.771 -0.419
C 2.379 -1.316 0.372
N 2.641 0.038 0.569
N -0.226 0.148 1.845
O 0.815 0.948 2.184
N -1.097 -0.065 2.750
O -2.073 -0.570 2.344
H -2.671 0.806 -2.614
H -1.046 1.537 -3.471
H -0.914 -0.183 -2.641
H -1.862 2.743 -0.970
H -0.174 2.245 -0.878
H -2.617 0.467 -0.148
H -1.540 1.686 1.072
H -0.905 -1.905 -0.529
H -0.086 -2.060 1.040
H 1.220 -2.915 -0.646
H 1.235 -1.362 -1.580
H 3.327 -1.737 -0.110
H 2.427 -1.856 1.381
H 2.500 0.639 -0.333
H 2.034 0.538 1.307
H 0.334 1.861 2.240
*
```

Computed properties:
SMILES: CCCN(CCCN)N(O)N=O
E_tot, Ha: -607.38019

***

7.
Entry from OMol25: a cluster of 4 separate species, C6H16N4O7 in total (ωB97M-V/def2-TZVPD).

```
! RIJCOSX wB97M-V def2-TZVPD def2/J DEFGRID3
* xyz 0 1
C -1.296 0.040 0.406
N -2.672 -0.536 0.581
O -3.625 0.035 0.064
O -2.649 -1.728 0.971
H -0.816 0.290 1.352
H -1.448 1.002 -0.083
H -0.749 -0.632 -0.257
C -3.057 -4.691 2.694
N -3.625 -6.047 3.060
O -4.569 -6.110 3.757
O -2.973 -7.052 2.759
H -3.786 -4.135 2.105
H -2.080 -4.879 2.247
H -2.997 -4.351 3.727
C 2.159 3.515 2.494
N 0.911 2.837 2.903
O 0.595 2.988 4.088
O 0.488 2.091 2.113
H 3.045 3.141 3.007
H 1.896 4.566 2.616
H 2.351 3.254 1.453
C 1.478 1.516 -2.374
N 2.051 1.136 -3.614
C 2.113 2.165 -4.600
C 2.836 0.060 -3.716
O 3.696 -0.098 -4.601
H 1.046 0.667 -1.844
H 0.607 2.171 -2.413
H 2.172 2.007 -1.692
H 1.243 2.821 -4.570
H 2.847 2.866 -4.204
H 2.258 1.671 -5.561
H 2.551 -0.579 -2.866
*
```

Computed properties:
SMILES: C[N+](=O)[O-].C[N+](=O)[O-].C[N+](=O)[O-].CN(C)C=O
E_tot, Ha: -983.57084

***

8.
Entry from OMol25: a cluster of 2 separate species, C6H16N5O in total (ωB97M-V/def2-TZVPD).

```
! RIJCOSX wB97M-V def2-TZVPD def2/J DEFGRID3
* xyz 1 1
C -0.580 0.829 0.978
C -1.159 -0.223 1.640
C 2.803 -0.255 0.102
C -2.310 1.557 -2.069
C -1.975 -1.267 0.862
C -1.053 -2.227 0.212
N -1.059 1.399 -0.180
N 0.398 1.651 1.557
N 2.517 0.950 0.403
N 3.858 -0.516 -0.689
N -1.606 0.737 -1.109
O -0.076 -1.665 -0.613
H -0.895 -0.345 2.673
H -1.907 1.698 -3.051
H -3.275 1.119 -2.338
H -2.413 2.652 -1.824
H -2.495 -0.725 0.123
H -2.520 -1.935 1.486
H -0.597 -2.725 1.178
H -1.630 -2.881 -0.291
H 0.233 1.648 2.563
H 0.305 2.575 1.199
H 3.290 1.545 0.205
H 1.650 1.070 1.227
H 4.482 0.308 -0.896
H 4.319 -1.356 -1.031
H 2.189 -1.126 0.204
H -0.527 -1.013 -1.128
*
```

Computed properties:
E_tot, Ha: -586.89239

***

9.
Entry from OMol25: a cluster of 2 separate species, C6H16N5O2 in total (ωB97M-V/def2-TZVPD).

```
! RIJCOSX wB97M-V def2-TZVPD def2/J DEFGRID3
* xyz 1 1
C -0.395 -1.543 1.589
C 0.514 -0.477 1.058
C -1.204 -2.131 -0.465
C -0.864 -0.693 -0.836
C 0.507 1.330 -0.703
C 1.889 0.977 -1.396
N -2.588 0.770 0.612
N -0.465 -2.591 0.612
N 0.059 -0.031 -0.230
N -2.976 1.674 -0.087
N 2.962 1.140 -0.494
O -3.175 2.863 0.649
O -2.361 0.809 1.952
H -0.171 -1.781 2.663
H -1.375 -1.145 1.699
H 0.489 0.366 1.703
H 1.567 -0.723 1.005
H -2.252 -2.048 -0.215
H -1.185 -2.766 -1.243
H -1.378 -0.144 -1.681
H 0.644 1.904 0.168
H -0.141 1.889 -1.450
H 1.932 1.694 -2.278
H 1.716 -0.046 -1.606
H -0.740 -3.510 1.038
H 3.472 0.303 -0.231
H -3.376 3.580 0.067
H 3.511 1.899 -0.919
H -2.468 1.761 2.216
*
```

Computed properties:
E_tot, Ha: -662.06067

***

10.
Entry from OMol25: a cluster of 2 separate species, C6H16NO in total (ωB97M-V/def2-TZVPD).

```
! RIJCOSX wB97M-V def2-TZVPD def2/J DEFGRID3
* xyz 0 2
C -1.045 -0.348 -1.026
O -1.621 -0.663 0.251
C 0.432 -0.595 -1.282
C 1.620 0.180 -0.832
C 1.299 1.621 -0.548
C 2.026 -0.477 0.504
C 3.291 0.068 1.238
N -4.895 0.116 1.142
H -1.625 -0.992 -1.723
H -1.504 0.752 -1.215
H -0.982 -1.340 0.535
H 0.621 -1.301 -2.034
H 2.416 0.072 -1.554
H 2.112 2.236 -0.140
H 0.425 1.588 0.148
H 0.953 2.159 -1.408
H 2.285 -1.528 0.255
H 1.116 -0.526 1.156
H 3.412 -0.570 2.205
H 4.097 0.010 0.485
H 3.131 1.130 1.576
H -4.508 -0.552 0.521
H -5.499 0.779 0.803
H -4.957 -0.123 2.062
*
```

Computed properties:
Expectation value of S²: 0.754
E_tot, Ha: -368.08553

***

- Which value of E_tot does entry 5 give?
  -531.82520 Ha

***

- Which value of E_tot does entry 5 give?
  -531.82520 Ha

***

Please write out number 1 again, unchanged.
Entry from OMol25: the ion C6H16N2 with charge +2 (ωB97M-V/def2-TZVPD).

```
! RIJCOSX wB97M-V def2-TZVPD def2/J DEFGRID3
* xyz 2 1
C 1.560 -0.839 -2.053
N 1.456 -1.108 -0.684
C 0.138 -0.665 0.386
C -0.054 -1.568 1.529
N -0.382 0.605 0.323
C 0.647 1.569 0.000
C -1.266 1.025 1.451
C -1.495 0.530 -0.738
H 2.087 0.092 -2.266
H 0.469 -0.743 -2.452
H 2.110 -1.586 -2.538
H 1.753 -1.949 -0.276
H 0.068 -1.008 2.362
H -1.033 -1.972 1.597
H 0.707 -2.370 1.463
H 0.211 2.458 0.441
H 1.781 1.356 0.324
H 0.779 1.543 -1.053
H -0.676 1.457 2.290
H -1.925 1.753 1.037
H -1.734 0.198 1.888
H -0.982 0.116 -1.682
H -2.204 -0.311 -0.545
H -2.015 1.417 -0.804
*
```

Computed properties:
SMILES: C/[NH+]=C(/C)[N+](C)(C)C
E_tot, Ha: -346.85702

***

- Among the records above, which one has the highest E_tot?
  C6H16N2